P | # C3H2F4

2 unconnected molecules or ions with the total composition C3H2F4 (the ωB97M-V functional and the def2-TZVPD basis, the Open Molecules 2025 dataset).

Positions of all 9 atoms, in Å:
C  0.77125  0.88766  -0.07963
C  0.49291  0.92406  1.20846
C  -0.71432  -1.07836  -0.97006
F  0.98895  1.64236  2.19344
F  -0.25955  -0.00417  1.79587
F  0.17635  -2.02462  -0.70395
F  -0.77533  -0.64003  -2.22578
H  0.89486  1.40770  -0.97433
H  -1.57513  -1.11460  -0.24402

Calculated values
- HOMO (alpha / beta): -9.46 / -8.81 eV
- Gap between HOMO and LUMO (alpha / beta): 9.8516 / 8.3018 eV
- 2S+1: 1



Q | # C3H2F4

2 unconnected molecules or ions with the total composition C3H2F4 (the ωB97M-V functional and the def2-TZVPD basis, the Open Molecules 2025 dataset).

Positions of all 9 atoms, in Å:
C  -1.51074  -0.66040  0.37306
C  -1.07245  0.32962  -0.36447
C  1.70419  0.39625  -0.18271
F  -2.81180  -0.95710  0.48038
F  -1.58056  1.35662  -0.93984
F  1.84260  -0.91291  -0.03542
F  1.93633  1.02364  0.95502
H  -0.71570  -1.29975  0.84377
H  2.20812  0.72402  -1.12980

Calculated values
- HOMO (alpha / beta): -9.80 / -9.32 eV
- Gap between HOMO and LUMO (alpha / beta): 9.9215 / 8.8673 eV
- 2S+1: 1



P wins, 6.1 kcal/mol ahead of the next structure.



P | # CH3NOP2S

CH3NOP2S in the gas phase (the ωB97M-V functional and the def2-TZVPD basis, the Open Molecules 2025 dataset).

Positions of all 9 atoms, in Å:
C  -0.99422  0.78883  0.53573
N  -1.28116  -0.54432  0.62672
O  1.59858  0.19490  0.62299
P  -0.59273  1.76803  -0.90704
P  1.57782  -1.22146  0.38838
S  -0.53123  -1.75841  0.12562
H  -1.26398  1.44401  1.35393
H  -0.29624  0.72058  -1.76166
H  1.78316  -1.39218  -0.98468

Calculated values
- HOMO (alpha / beta): -8.43 / -8.51 eV
- Gap between HOMO and LUMO (alpha / beta): 6.4027 / 6.1973 eV
- 2S+1: 1



Q | # CH3NOP2S

CH3NOP2S in the gas phase (the ωB97M-V functional and the def2-TZVPD basis, the Open Molecules 2025 dataset).

Positions of all 9 atoms, in Å:
C  0.57902  -0.43889  1.24228
N  0.37578  -1.64841  0.94012
S  0.45860  -2.61308  -0.32163
P  0.99048  -1.24106  -1.96495
O  1.60947  0.04362  -1.13537
P  1.13674  0.91666  0.25560
H  0.49983  -0.28807  2.32868
H  -0.34974  -0.95303  -2.10037
H  -0.41859  1.38207  -0.25736

Calculated values
- HOMO: -8.73 eV
- Gap between HOMO and LUMO: 8.4909 eV
- 2S+1: 1



R | # CH3NOP2S

CH3NOP2S in the gas phase (the ωB97M-V functional and the def2-TZVPD basis, the Open Molecules 2025 dataset).

Positions of all 9 atoms, in Å:
C  0.72802  1.01242  1.04750
N  -0.37335  1.66701  0.83940
O  -0.92800  -1.47309  0.98964
P  1.39540  -0.41137  0.26867
P  -2.03493  -0.88541  0.19051
S  -1.60305  1.24631  -0.12033
H  1.34028  1.45279  1.83443
H  0.56802  -0.32844  -0.87545
H  -1.81287  -1.23344  -1.18079

Calculated values
- HOMO (alpha / beta): -8.75 / -8.85 eV
- Gap between HOMO and LUMO (alpha / beta): 6.3933 / 6.7721 eV
- 2S+1: 1



Q wins, 28.7 kcal/mol ahead of the next structure.



P | # C2H7O2PS

C2H7O2PS in the gas phase (the ωB97M-V functional and the def2-TZVPD basis, the Open Molecules 2025 dataset).

Positions of all 13 atoms, in Å:
C  2.09534  0.28992  -0.14990
O  1.37710  -0.47147  0.82260
P  0.10840  -1.43589  0.53613
S  -0.41970  -2.37630  2.13402
O  -0.94742  -0.47764  -0.20873
C  -2.18194  -0.02772  0.44403
H  1.60338  0.07729  -1.02048
H  3.03858  -0.03567  0.04612
H  1.97939  1.46275  0.09979
H  0.54646  -2.16619  -0.89591
H  -1.92867  1.03163  0.92242
H  -2.63593  -0.60443  1.20616
H  -2.84973  0.15613  -0.43871

Calculated values
- HOMO: -9.35 eV
- Gap between HOMO and LUMO: 10.1153 eV
- 2S+1: 1



Q | # C2H7O2PS

3 unconnected molecules or ions with the total composition C2H7O2PS (the ωB97M-V functional and the def2-TZVPD basis, the Open Molecules 2025 dataset).

Positions of all 13 atoms, in Å:
C  -2.93865  -1.29265  -0.39573
C  0.85084  0.54139  0.42159
O  2.54256  -1.47463  0.55066
O  3.92833  1.37388  -0.42945
P  -2.78854  0.36218  -0.19649
S  2.07940  -0.48352  -0.42599
H  4.48801  1.42208  0.38212
H  -3.75545  -1.76126  -0.67662
H  -2.06846  -1.92404  -0.26147
H  0.99313  1.62196  0.00058
H  -0.20544  0.24606  -0.02666
H  1.09879  0.50030  1.55937
H  -4.22452  0.86826  -0.50191

Calculated values
- HOMO (alpha / beta): -9.39 / -9.08 eV
- Gap between HOMO and LUMO (alpha / beta): 7.2971 / 6.9517 eV
- 2S+1: 1



P wins, 132.0 kcal/mol ahead of the next structure.



P | # C22H25N3O4

C22H25N3O4 in the gas phase (the ωB97M-V functional and the def2-TZVPD basis, the Open Molecules 2025 dataset).

Positions of all 54 atoms, in Å:
C  -2.68084  0.66075  4.72598
C  -2.05556  1.48843  3.60273
C  -2.52151  1.00347  2.24384
O  -3.38208  1.60375  1.62204
N  -1.99407  -0.15138  1.76487
C  -0.80838  -0.82136  2.25472
C  -0.97536  -2.34607  2.15009
N  -1.25462  -2.72750  0.77673
C  -0.19505  -2.62815  -0.12723
C  -0.36684  -2.16871  -1.43825
C  0.71894  -1.91358  -2.24706
C  2.01261  -2.13225  -1.79350
N  3.10205  -1.60387  -2.52794
C  3.27059  -0.26077  -2.66592
O  4.08816  0.22385  -3.41566
C  2.38047  0.52271  -1.74160
C  2.61553  0.45567  -0.37138
C  1.79883  1.13661  0.50735
C  0.71600  1.87165  0.03970
C  0.46780  1.93170  -1.33540
C  1.31972  1.27417  -2.21717
O  -0.59800  2.61431  -1.85161
C  -1.55657  3.00739  -0.88896
C  -0.87914  3.52847  0.37439
O  -0.07376  2.52192  0.95343
C  2.18682  -2.76062  -0.56786
C  1.10076  -3.00862  0.24531
C  -2.51894  -2.11745  0.40407
C  -2.41201  -0.59083  0.44385
H  -3.76516  0.71265  4.66187
H  -2.38663  -0.38484  4.66791
H  -2.37458  1.05215  5.69357
H  -2.39566  2.52100  3.69500
H  -0.96729  1.48586  3.66261
H  -0.61226  -0.54669  3.28776
H  0.05445  -0.52767  1.63883
H  -0.07616  -2.83473  2.51861
H  -1.81747  -2.67412  2.76581
H  -1.34599  -1.96540  -1.83803
H  0.56678  -1.49296  -3.22935
H  3.72155  -2.21392  -3.04362
H  3.44919  -0.11613  0.00534
H  1.98474  1.12030  1.57016
H  1.12156  1.35126  -3.27437
H  -2.16086  3.78548  -1.35693
H  -2.19999  2.16059  -0.62077
H  -1.62519  3.79564  1.12282
H  -0.25889  4.40111  0.12963
H  3.18035  -3.01537  -0.23042
H  1.27485  -3.48218  1.19824
H  -2.83358  -2.45871  -0.58100
H  -3.26954  -2.45179  1.12564
H  -3.37526  -0.12373  0.23076
H  -1.67583  -0.25808  -0.29971

Calculated values
- HOMO: -7.88 eV
- Gap between HOMO and LUMO: 8.5037 eV
- 2S+1: 1



Q | # C22H25N3O4

C22H25N3O4 in the gas phase (the ωB97M-V functional and the def2-TZVPD basis, the Open Molecules 2025 dataset).

Positions of all 54 atoms, in Å:
C  2.50021  5.00226  -7.14965
O  1.77999  5.17279  -5.95256
C  1.75128  4.15187  -5.05667
C  1.00286  4.37872  -3.89895
C  0.90189  3.41025  -2.92676
C  1.54880  2.18117  -3.07966
C  1.44794  1.14904  -2.07145
N  2.01786  0.01299  -2.18822
O  1.77090  -0.78130  -1.10525
C  0.87111  -0.11559  -0.19294
C  -0.46844  -0.87465  -0.09169
O  -1.52254  -0.29802  -0.29280
N  -0.40036  -2.17901  0.21675
C  0.77696  -2.91456  0.60710
C  0.82007  -3.02210  2.14783
N  -0.52551  -3.04445  2.68156
C  -0.86257  -2.19483  3.72487
C  0.06905  -2.01358  4.74903
C  -0.17197  -1.17732  5.82318
C  -1.37474  -0.50802  5.91074
C  -2.32622  -0.68191  4.91795
C  -2.09218  -1.50516  3.82768
O  -3.00809  -1.67991  2.81913
C  -4.14306  -0.85258  2.78388
C  -1.46974  -3.68341  1.80388
C  -1.62737  -2.90756  0.47959
C  0.66895  1.28075  -0.78445
C  2.29744  1.96194  -4.23610
C  2.40090  2.92929  -5.21465
H  2.37103  5.92972  -7.70530
H  3.56594  4.84110  -6.95846
H  2.10603  4.16919  -7.74027
H  0.50602  5.33000  -3.79126
H  0.31367  3.60714  -2.04386
H  1.34547  -0.10206  0.79549
H  0.70383  -3.90946  0.15720
H  1.67799  -2.44138  0.22524
H  1.34849  -2.15949  2.55961
H  1.36996  -3.93197  2.42990
H  1.00091  -2.55605  4.70503
H  0.57825  -1.06194  6.59080
H  -1.58453  0.14678  6.74238
H  -3.26018  -0.14888  4.99792
H  -3.86856  0.20659  2.78190
H  -4.82094  -1.05569  3.62012
H  -4.64799  -1.09068  1.84841
H  -2.43132  -3.77622  2.30148
H  -1.09077  -4.69336  1.60043
H  -1.83756  -3.59430  -0.34795
H  -2.43056  -2.17412  0.54943
H  1.06232  2.07778  -0.15334
H  -0.39478  1.45435  -0.96821
H  2.79632  1.01297  -4.35210
H  2.98753  2.72285  -6.09594

Calculated values
- HOMO: -7.50 eV
- Gap between HOMO and LUMO: 8.2345 eV
- 2S+1: 1



P wins, 62.0 kcal/mol ahead of the next structure.